134
Properties=species:S:1:pos:R:3:lowdin_charge:R:1 method="wB97M-V/def2-TZVPD" lumo_ha=0.06075 gap_ev=6.308 multiplicity=1 homo_ev=-4.655 e_tot_ha=-3343.26080 fmax_ha_per_bohr=0.1113 charge=-1
C -3.744 1.849 -5.080 -0.171
C -3.864 1.061 -3.648 -0.269
C -3.329 1.966 -2.346 -0.239
C -1.968 1.154 -1.811 -0.456
C -0.920 1.169 -3.071 -0.193
Nb -1.156 2.000 0.142 1.643
O -0.352 2.797 1.974 -0.492
Cl 0.465 3.539 -1.043 0.021
C -2.484 0.679 1.438 -0.333
C -2.594 -0.886 0.969 -0.277
C -2.190 -1.812 2.299 -0.208
C -1.818 -3.305 1.729 -0.208
C -0.219 -3.720 1.951 -0.198
C 0.448 -4.402 0.592 -0.217
C 2.116 -4.475 0.677 -0.242
C 2.641 -2.943 0.406 -0.276
Si 4.522 -2.804 -0.017 0.508
C 5.675 -3.904 1.063 -0.237
C 5.033 -0.941 0.333 -0.224
C 4.699 -3.059 -1.919 -0.203
C 5.789 -2.125 -2.713 -0.066
C 6.042 -2.176 -4.355 -0.070
C 5.139 -3.236 -5.227 -0.083
C 4.050 -4.199 -4.465 -0.076
C 3.817 -4.127 -2.833 -0.044
C -2.767 3.619 0.293 -0.392
C -2.535 4.915 -0.682 -0.257
C -1.786 6.076 0.204 -0.073
F -2.500 6.584 1.435 -0.087
C -0.483 6.725 -0.101 -0.063
F -0.246 7.375 -1.416 -0.032
F 0.532 6.720 1.018 -0.052
B 0.584 0.468 0.226 -0.608
O 1.598 0.290 -0.830 -0.051
O 0.648 -0.371 1.438 -0.164
C 1.640 0.272 2.333 -0.224
C 0.974 0.381 3.827 -0.092
H -4.754 2.383 -5.418 0.075
H -2.882 2.652 -5.130 0.064
H -3.502 1.060 -5.936 0.074
H -3.373 -0.025 -3.656 0.104
H -5.028 0.859 -3.478 0.099
H -3.064 3.041 -2.724 0.092
H -4.212 1.924 -1.568 0.090
H -2.332 0.022 -1.699 0.076
H -1.208 1.950 -3.923 0.072
H 0.205 1.312 -2.785 0.026
H -0.986 0.104 -3.605 0.083
H -1.094 2.962 2.627 -0.002
H -3.585 1.130 1.363 0.045
H -2.181 0.821 2.583 0.065
H -1.919 -1.190 0.064 0.078
H -3.710 -1.152 0.653 0.098
H -3.147 -1.933 2.998 0.103
H -1.361 -1.315 2.959 0.088
H -2.516 -4.075 2.311 0.104
H -2.152 -3.350 0.607 0.100
H -0.238 -4.520 2.836 0.109
H 0.444 -2.830 2.324 0.090
H -0.038 -5.462 0.468 0.104
H 0.141 -3.700 -0.312 0.112
H 2.398 -4.834 1.765 0.114
H 2.442 -5.254 -0.159 0.093
H 2.060 -2.444 -0.510 0.107
H 2.460 -2.310 1.383 0.073
H 5.867 -4.981 0.623 0.044
H 6.739 -3.381 1.199 0.049
H 5.230 -3.966 2.167 0.054
H 4.735 -0.662 1.434 0.040
H 6.170 -0.733 0.083 0.037
H 4.414 -0.307 -0.455 0.052
H 6.456 -1.354 -2.117 0.073
H 6.839 -1.447 -4.847 0.077
H 5.308 -3.304 -6.385 0.063
H 3.401 -4.971 -5.068 0.075
H 3.005 -4.809 -2.329 0.072
H -3.872 3.224 0.148 0.028
H -2.734 4.035 1.411 0.053
H -2.043 4.683 -1.718 0.073
H -3.622 5.342 -0.929 0.114
H 2.008 1.156 -1.123 0.064
H 1.921 1.301 1.839 0.126
H 2.603 -0.400 2.431 0.104
H 1.793 0.793 4.559 0.068
H 0.646 -0.672 4.253 0.082
H 0.049 1.094 3.911 0.069
C -6.381 -1.591 2.094 -0.102
C -6.879 -2.393 3.121 -0.092
C -7.865 -3.341 2.851 -0.103
C -8.347 -3.495 1.551 -0.104
C -7.846 -2.696 0.523 -0.099
C -6.866 -1.741 0.795 -0.090
H -5.615 -0.850 2.306 0.084
H -6.498 -2.278 4.133 0.101
H -8.258 -3.961 3.653 0.096
H -9.112 -4.237 1.339 0.096
H -8.220 -2.817 -0.491 0.098
H -6.480 -1.115 -0.005 0.101
C 7.406 -3.756 -10.079 -0.099
C 7.104 -3.107 -11.276 -0.102
C 6.765 -1.754 -11.270 -0.100
C 6.737 -1.048 -10.067 -0.095
C 7.043 -1.696 -8.871 -0.097
C 7.373 -3.051 -8.876 -0.103
H 7.667 -4.811 -10.084 0.099
H 7.132 -3.656 -12.214 0.098
H 6.523 -1.250 -12.202 0.098
H 6.478 0.007 -10.063 0.101
H 7.023 -1.145 -7.934 0.097
H 7.606 -3.557 -7.943 0.097
C -5.200 4.319 3.757 -0.085
C -5.504 4.393 5.115 -0.100
C -6.185 3.346 5.737 -0.107
C -6.552 2.220 5.000 -0.101
C -6.244 2.144 3.642 -0.091
C -5.572 3.195 3.019 -0.087
H -4.672 5.136 3.272 0.099
H -5.212 5.268 5.691 0.098
H -6.428 3.407 6.794 0.094
H -7.078 1.402 5.485 0.096
H -6.529 1.265 3.069 0.084
H -5.337 3.138 1.960 0.081
C 2.567 3.696 5.604 -0.090
C 2.097 3.041 6.742 -0.102
C 2.930 2.882 7.849 -0.103
C 4.231 3.386 7.822 -0.109
C 4.699 4.044 6.685 -0.105
C 3.869 4.195 5.574 -0.092
H 1.919 3.817 4.740 0.106
H 1.081 2.655 6.766 0.101
H 2.566 2.366 8.734 0.096
H 4.878 3.266 8.686 0.094
H 5.712 4.438 6.664 0.096
H 4.236 4.703 4.686 0.102